Here is a structure of composition C21H54BGaNO11S3 at a distorted geometry from the Open Molecules 2025 dataset. Energies are from wB97M-V/def2-TZVPD.

Structure (XYZ):
```
92
Properties=species:S:1:pos:R:3
C -3.61826 -0.52335 6.23234
C -2.29708 0.04732 5.42215
C -2.55102 0.14429 3.77630
C -2.03109 -1.27662 3.06247
C -0.87320 -0.84302 1.99003
C 0.30898 -1.94787 1.74244
Ga -0.14903 -3.88175 2.30608
C -1.91286 -4.53013 1.44560
C -2.50546 -5.89985 2.12396
O -2.86273 -5.77931 3.54908
C -3.80874 -4.67601 3.78712
C -5.05085 -5.08205 4.82558
B 1.39773 -5.12649 1.58008
O 0.99815 -6.48870 1.16507
N 2.80744 -4.55305 1.51178
C 3.68346 -5.27463 0.51217
C 3.52936 -4.76171 2.85864
H -4.63475 -0.12962 5.80590
H -3.60819 -0.24941 7.39136
H -3.62550 -1.70393 6.19228
H -1.40565 -0.68102 5.70001
H -2.04786 1.10635 5.88960
H -3.70429 0.31461 3.64185
H -1.99378 1.09031 3.37057
H -1.67220 -1.95044 3.94851
H -2.95837 -1.68435 2.47409
H -0.32589 0.16729 2.31303
H -1.36815 -0.59196 0.93547
H 1.33768 -1.64870 2.22274
H 0.50667 -1.98049 0.56463
H -0.15234 -4.05653 3.92208
H -2.68491 -3.62991 1.45715
H -1.67992 -4.75439 0.31279
H -3.39321 -6.34755 1.46483
H -1.63965 -6.71173 2.06075
H -4.33631 -4.26963 2.81228
H -3.18759 -3.83166 4.35855
H -4.70297 -5.80761 5.68401
H -5.98926 -5.49038 4.22694
H -5.41444 -4.04513 5.29105
H 0.92547 -7.04716 2.00809
H 3.55089 -4.85356 -0.57425
H 4.82396 -5.11758 0.80377
H 3.52973 -6.45137 0.49103
H 4.24485 -3.85322 3.03764
H 4.18299 -5.75339 2.83196
H 2.70399 -4.89511 3.69965
O 2.22913 0.24264 1.61185
S 3.63304 0.45363 1.33017
O 4.57267 0.84851 2.35808
O 3.77344 1.47810 0.07101
C 3.10999 2.73207 0.13490
C 3.87137 3.71715 1.00174
C 4.26833 -0.98881 0.51328
H 2.07915 2.61139 0.48408
H 3.06095 3.12010 -0.88778
H 3.85402 3.41092 2.05192
H 3.42903 4.71506 0.93289
H 4.92175 3.77095 0.69819
H 3.59614 -1.25778 -0.30337
H 4.31304 -1.79885 1.24408
H 5.26973 -0.77046 0.13790
O 0.65317 4.99750 -1.33996
S -0.37339 4.21828 -1.99860
O -0.32321 3.92058 -3.41433
O -1.83079 4.85762 -1.64940
C -2.04849 6.23781 -1.90315
C -2.30513 6.49568 -3.37595
C -0.58232 2.69464 -1.11182
H -1.21064 6.83956 -1.53569
H -2.93341 6.53245 -1.32963
H -1.40598 6.30701 -3.96998
H -2.60723 7.53400 -3.53977
H -3.08852 5.83216 -3.75594
H -0.68222 2.91547 -0.04770
H 0.30239 2.07866 -1.28528
H -1.47065 2.18480 -1.48908
O 2.65381 5.11675 -7.75894
S 1.74425 4.08909 -7.29912
O 2.09352 2.68458 -7.32685
O 0.30505 4.28534 -8.03731
C 0.26914 4.34896 -9.45553
C 0.38110 2.96828 -10.07416
C 1.20872 4.50188 -5.65767
H 1.04775 5.01811 -9.83648
H -0.69583 4.78660 -9.73143
H 1.37355 2.54083 -9.90312
H 0.21375 3.01374 -11.15405
H -0.34706 2.28274 -9.62900
H 0.88566 5.54424 -5.64259
H 2.05424 4.36178 -4.98114
H 0.39120 3.83640 -5.37452
```

The energy above the lowest of the compared OMol25 structures with the same formula, charge and spin comes out at 115.0 kcal/mol. The orbital gap comes out at 5.66 eV. The calculation puts the maximum force at 3.18 eV Å⁻¹. The value obtained for the total energy is -4858.8786 Ha. The total charge is -1.

Mulliken population analysis, charges in e, atoms 1 to 2: -0.822, -0.451